[1]
Formula: C9H16BNO3
Source: the OMol25 dataset
Level of theory: wB97M-V/def2-TZVPD

Results
Lowest unoccupied orbital energy ... 0.63 eV
Kohn-Sham gap ... 8.42 eV
Relative energy (zero: lowest compared OMol25 entry of this formula, charge and spin) ... 22.4 kcal per mole
Highest occupied orbital energy ... -0.286 Eh

CARTESIAN COORDINATES (ANGSTROEM)
B1 -1.3153 0.5283 -0.6945
C1 -3.8172 -0.8391 -0.0521
C2 -3.4267 -0.3829 -1.4245
C3 -5.5139 0.5151 0.9608
C4 0.8224 0.9817 -0.0616
C5 0.5140 -0.4682 0.0734
C6 0.8419 1.7571 1.2899
C7 2.2175 1.1656 -0.7207
C8 1.0292 -1.0838 1.3531
C9 0.7603 -1.4111 -1.1410
N1 -4.5737 -0.1649 0.6739
O1 -0.3113 1.4600 -0.8611
O2 -0.9377 -0.4708 0.0863
O3 -2.5220 0.7392 -1.2655
H1 -3.3610 -1.6243 0.3357
H2 -2.7606 -1.1235 -1.8944
H3 -4.2155 -0.0257 -2.0873
H4 -5.5239 1.4853 1.4576
H5 -0.0055 1.2655 1.8845
H6 0.6885 2.7564 0.9333
H7 1.8376 1.6411 1.7838
H8 2.7651 0.4381 -0.0759
H9 2.3418 2.2494 -0.4672
H10 2.0793 0.8747 -1.8040
H11 0.8244 -2.2225 1.3247
H12 0.6889 -0.6666 2.3033
H13 2.1142 -0.8067 1.5226
H14 0.6894 -0.8710 -2.1127
H15 -0.1312 -2.0857 -1.2835
H16 1.7403 -1.8200 -0.9498

[2]
Formula: C36H44CoN5OP2Si
Source: the OMol25 dataset
Level of theory: wB97M-V/def2-TZVPD

Results
Lowest unoccupied orbital energy (alpha / beta) ... -3.20 / -2.19 eV
Spin multiplicity ... 2
Kohn-Sham gap (alpha / beta) ... 6.66 / 7.67 eV
Net charge ... +1
Relative energy (zero: lowest compared OMol25 entry of this formula, charge and spin) ... 52.2 kcal per mole
Highest occupied orbital energy (alpha / beta) ... -0.363 / -0.363 Eh

CARTESIAN COORDINATES (ANGSTROEM)
Co1 0.7012 0.2955 0.6962
C1 -2.8314 0.3037 1.8257
N1 -2.2879 0.2565 0.4613
P1 -1.2078 -1.0946 0.1852
C2 -1.6495 -1.5546 -1.5270
C3 -2.7970 -1.1268 -2.1833
C4 -3.1216 -1.6523 -3.4219
C5 -2.3136 -2.6154 -4.0022
C6 -1.1606 -3.0348 -3.3597
C7 -0.8320 -2.5084 -2.1246
C8 -2.0850 -2.5042 0.9607
C9 -1.3479 -3.3401 1.7918
C10 -1.9242 -4.4786 2.3289
C11 -3.2400 -4.7858 2.0339
C12 -3.9808 -3.9542 1.2073
C13 -3.4084 -2.8190 0.6648
P2 -1.2268 1.6332 0.2073
C14 -2.3967 3.0117 0.4813
C15 -3.7649 2.8750 0.2547
C16 -4.6104 3.9517 0.4425
C17 -4.1026 5.1718 0.8570
C18 -2.7413 5.3201 1.0664
C19 -1.8903 4.2435 0.8776
C20 -1.1254 1.6871 -1.6159
C21 -2.2291 1.8798 -2.4397
C22 -2.0711 1.9260 -3.8116
C23 -0.8084 1.8097 -4.3681
C24 0.2988 1.6519 -3.5510
C25 0.1432 1.5985 -2.1770
H1 -3.2238 -0.6752 2.0940
H2 -3.6431 1.0282 1.8588
H3 -2.0836 0.6014 2.5651
H4 -3.4359 -0.3939 -1.7168
H5 -4.0181 -1.3294 -3.9296
H6 -2.5843 -3.0526 -4.9501
H7 -0.5301 -3.7857 -3.8149
H8 0.0517 -2.8541 -1.6030
H9 -0.3167 -3.0936 2.0117
H10 -1.3493 -5.1352 2.9647
H11 -3.6949 -5.6681 2.4564
H12 -5.0034 -4.2062 0.9744
H13 -3.9839 -2.1779 0.0136
H14 -4.1735 1.9227 -0.0489
H15 -5.6695 3.8363 0.2670
H16 -4.7693 6.0058 1.0113
H17 -2.3463 6.2743 1.3818
H18 -0.8268 4.3480 1.0472
H19 -3.2119 2.0036 -2.0158
H20 -2.9310 2.0711 -4.4475
H21 -0.6890 1.8637 -5.4376
H22 1.2837 1.5901 -3.9905
H23 1.0016 1.4975 -1.5181
C26 -0.4180 -0.8045 4.2554
C27 1.0085 -0.6031 3.8609
C28 2.0425 -0.9708 4.7098
C29 3.3555 -0.7308 4.3195
C30 3.6101 -0.0961 3.1282
C31 2.5235 0.2962 2.3173
N2 1.2535 -0.0267 2.6868
N3 2.5609 0.9774 1.1675
Si1 3.9533 1.8247 0.5498
C32 3.3443 2.9064 -0.8924
C33 4.7035 2.9105 1.9374
C34 5.3284 0.6919 -0.1631
H24 -0.4905 -1.2505 5.2415
H25 -0.9319 -1.4389 3.5347
H26 -0.9218 0.1604 4.2765
H27 1.8292 -1.4268 5.6623
H28 4.1700 -1.0375 4.9597
H29 4.6158 0.1057 2.8012
H30 2.4386 3.4487 -0.6449
H31 3.1482 2.3152 -1.7810
H32 4.1052 3.6332 -1.1570
H33 3.9433 3.5420 2.3867
H34 5.4803 3.5562 1.5397
H35 5.1480 2.3257 2.7374
H36 4.9219 -0.0854 -0.8037
H37 5.9205 0.2141 0.6117
H38 6.0043 1.2940 -0.7641
C35 4.0707 -3.1742 -2.1622
N4 3.2407 -2.3787 -1.2869
C36 2.2986 -1.5012 -1.6799
N5 2.1427 -1.3044 -3.0092
O1 1.6116 -0.8913 -0.8543
H39 4.8106 -3.6940 -1.5630
H40 4.5990 -2.5441 -2.8799
H41 3.4788 -3.9193 -2.7014
H42 3.3489 -2.4770 -0.2903
H43 2.5333 -1.9398 -3.6816
H44 1.3754 -0.7205 -3.2999

[3]
Formula: C2H3FN4
Source: the OMol25 dataset
Level of theory: wB97M-V/def2-TZVPD

Results
Lowest unoccupied orbital energy ... 0.68 eV
Kohn-Sham gap ... 9.88 eV
Relative energy (zero: lowest compared OMol25 entry of this formula, charge and spin) ... 125.2 kcal per mole
Highest occupied orbital energy ... -0.338 Eh

CARTESIAN COORDINATES (ANGSTROEM)
C1 0.7363 -0.1990 0.8733
C2 -0.7195 0.1018 -1.0891
N1 0.2789 0.5310 1.8115
N2 0.5877 1.0913 0.3731
N3 -0.3141 1.2610 -0.5698
N4 0.7850 -1.5281 0.6704
F1 -1.6906 0.2518 -2.0007
H1 -0.5336 2.2557 -0.8444
H2 -0.0486 -1.9272 1.0038
H3 0.9185 -1.8383 -0.2280

[4]
Formula: C10H18BClFN2O6
Source: the OMol25 dataset
Level of theory: wB97M-V/def2-TZVPD

Results
Lowest unoccupied orbital energy ... -3.41 eV
Kohn-Sham gap ... 9.38 eV
Net charge ... +1
Highest occupied orbital energy ... -0.470 Eh

CARTESIAN COORDINATES (ANGSTROEM)
O1 -2.4620 -0.5609 -1.2816
C1 -1.4186 -0.7638 -0.6992
Cl1 -0.2323 -1.8793 -1.4042
C2 -1.1162 -0.0998 0.6202
C3 0.2120 -0.5037 1.2774
C4 0.7326 0.7318 1.9941
N1 1.8853 0.4998 2.9350
C5 3.2042 0.9829 2.3653
B1 3.7728 0.2098 1.0929
O2 4.6078 0.9330 0.2749
O3 3.5008 -1.0937 0.8110
C6 1.9787 -0.8865 3.5404
C7 1.1787 -1.9779 2.8445
N2 -0.0769 -1.5416 2.2600
H1 -1.9127 -0.4048 1.2801
H2 -1.2111 0.9704 0.5194
H3 0.8843 -0.8881 0.5336
H4 -0.0756 1.1766 2.5557
H5 1.0240 1.4718 1.2624
H6 1.7216 1.1228 3.7153
H7 3.0262 2.0027 2.0559
H8 3.9267 1.0452 3.1661
H9 5.5156 0.7281 0.5170
H10 3.1934 -1.1964 -0.0926
H11 1.6243 -0.8129 4.5567
H12 3.0127 -1.1719 3.6201
H13 0.9550 -2.7224 3.5936
H14 1.7383 -2.4888 2.0796
H15 -0.7145 -1.1769 2.9563
C8 -3.0572 1.4178 -4.8135
C9 -4.1176 0.7317 -3.9842
O4 -5.0755 0.3666 -4.9577
C10 -4.4106 0.1913 -6.1404
O5 -4.8495 -0.3530 -7.0869
O6 -3.1625 0.7275 -6.0602
F1 -4.6877 1.5802 -3.0885
H16 -3.2836 2.4750 -4.9594
H17 -2.0575 1.3180 -4.3980
H18 -3.7736 -0.1607 -3.4610